[1]
{"formula": "C2H10AgF6NO9S2", "method": "ωB97M-V/def2-TZVPD", "e_homo_ha": [-0.5134, -0.5112], "s_squared": 0.752, "spin_multiplicity": 2, "orbital_gap_ev": [10.3, 6.8], "e_tot_ev": -64118.8520, "total_charge": 1, "de_lowest_kj_mol": 0.00, "elements": ["Ag", "C", "F", "F", "F", "S", "O", "O", "N", "S", "O", "O", "C", "F", "F", "F", "O", "H", "H", "O", "H", "H", "O", "H", "H", "O", "H", "H", "O", "H", "H"], "positions_angstrom": [[-0.11, 0.97, 0.91], [-1.26, -3.02, -0.18], [-2.01, -3.90, -0.82], [-2.01, -2.61, 0.86], [-0.16, -3.58, 0.24], [-0.91, -1.54, -1.32], [-0.51, -2.00, -2.60], [-2.04, -0.66, -1.26], [0.33, -0.67, -0.40], [1.77, -1.13, -0.93], [2.82, -0.55, -0.12], [1.94, -2.53, -1.23], [1.96, -0.17, -2.62], [2.41, -0.99, -3.56], [0.85, 0.43, -3.04], [2.93, 0.72, -2.44], [1.79, 2.11, 0.47], [1.86, 3.05, 0.26], [2.70, 1.83, 0.67], [-2.27, 0.18, 1.45], [-2.99, 0.78, 1.24], [-2.70, -0.63, 1.75], [-0.99, 1.92, -0.96], [-1.08, 1.40, -1.77], [-1.43, 2.76, -1.16], [-0.82, 2.62, 2.28], [-0.44, 3.50, 2.44], [-1.70, 2.65, 2.68], [0.66, -0.10, 2.72], [0.32, -0.98, 2.90], [1.11, 0.16, 3.53]]}

---

[2]
{"formula": "C2H10InO3", "method": "ωB97M-V/def2-TZVPD", "e_homo_ha": -0.8854, "orbital_gap_ev": 6.0, "e_tot_ev": -13511.1058, "total_charge": 3, "elements": ["In", "C", "C", "O", "H", "H", "H", "H", "H", "H", "O", "H", "H", "O", "H", "H"], "positions_angstrom": [[-1.47, -16.74, 19.29], [-1.33, -13.02, 20.35], [-1.28, -13.83, 19.06], [-0.89, -15.15, 19.36], [-0.30, -12.90, 20.69], [-1.81, -13.55, 21.18], [-1.77, -12.03, 20.20], [-0.57, -13.26, 18.45], [-2.32, -13.75, 18.76], [0.07, -15.18, 19.41], [-3.04, -15.62, 18.77], [-3.54, -15.75, 17.97], [-3.57, -15.00, 19.29], [-3.27, -17.60, 19.65], [-3.64, -18.48, 19.73], [-3.65, -17.11, 20.38]]}

---

[3]
{"formula": "C2H10N", "method": "ωB97M-V/def2-TZVPD", "e_homo_ha": -0.5864, "orbital_gap_ev": 11.6, "e_tot_ev": -3719.2840, "total_charge": 1, "de_lowest_kj_mol": 12.66, "elements": ["N", "H", "H", "H", "H", "C", "C", "H", "H", "H", "H", "H", "H"], "positions_angstrom": [[-1.52, 1.49, 0.13], [-1.76, 1.49, -0.86], [-2.19, 0.94, 0.67], [-1.51, 2.45, 0.46], [-0.59, 1.03, 0.18], [1.00, -0.80, 0.68], [0.90, -1.05, -0.82], [0.60, 0.18, 0.98], [0.42, -1.52, 1.24], [2.03, -0.78, 1.03], [-0.12, -1.24, -1.15], [1.45, -1.95, -1.10], [1.30, -0.25, -1.44]]}

---

[4]
{"formula": "C2H10N2", "method": "ωB97M-V/def2-TZVPD", "e_homo_ha": [-0.5109, -0.5047], "s_squared": 0.755, "spin_multiplicity": 2, "orbital_gap_ev": [10.3, 4.5], "e_tot_ev": -5205.9949, "total_charge": 1, "de_lowest_kj_mol": 135.11, "elements": ["C", "N", "H", "H", "H", "H", "H", "C", "N", "H", "H", "H", "H", "H"], "positions_angstrom": [[2.09, 0.27, -0.51], [2.36, -1.16, -0.73], [2.84, 0.77, -1.14], [2.13, 0.39, 0.57], [1.05, 0.71, -0.88], [2.27, -1.59, 0.15], [1.83, -1.76, -1.36], [-2.42, 0.29, 0.99], [-1.21, 0.35, 0.16], [-2.78, -0.78, 1.01], [-3.29, 0.84, 0.60], [-2.17, 0.42, 1.99], [-1.44, -0.06, -0.73], [-1.27, 1.31, -0.12]]}

---

[5]
{"formula": "C2H10N2O", "method": "ωB97M-V/def2-TZVPD", "e_homo_ha": -0.3350, "orbital_gap_ev": 9.9, "e_tot_ev": -7263.2460, "de_lowest_kj_mol": 65.33, "smiles": "NCCN.O", "elements": ["C", "C", "N", "N", "H", "H", "H", "H", "H", "H", "H", "H", "H", "H", "O"], "positions_angstrom": [[0.33, 0.70, -0.81], [-1.17, 0.42, -0.66], [-1.78, 0.84, -1.96], [1.20, 0.44, 0.32], [0.52, 1.71, -1.18], [0.67, 0.08, -1.65], [-1.55, 1.14, 0.08], [-1.42, -0.63, -0.49], [-1.66, 1.85, -2.10], [-2.79, 0.93, -1.84], [1.37, -0.55, 0.38], [0.80, 0.68, 1.22], [1.43, -2.96, 2.41], [2.41, -2.50, 3.36], [1.62, -2.16, 2.94]]}

---

[6]
{"formula": "C2H10N2O2", "method": "ωB97M-V/def2-TZVPD", "e_homo_ha": -0.3437, "orbital_gap_ev": 10.2, "e_tot_ev": -9310.4094, "de_lowest_kj_mol": 111.92, "smiles": "NCO.NCO", "elements": ["N", "C", "O", "H", "H", "H", "H", "H", "N", "C", "O", "H", "H", "H", "H", "H"], "positions_angstrom": [[-1.36, 3.15, 1.05], [-0.97, 2.54, 2.31], [-1.27, 1.15, 2.28], [-1.81, 4.05, 1.19], [-2.01, 2.52, 0.60], [0.11, 2.66, 2.48], [-1.46, 2.90, 3.21], [-0.57, 0.71, 1.79], [0.10, -2.01, -2.13], [1.22, -2.82, -1.72], [2.38, -2.04, -1.57], [0.41, -1.10, -2.45], [-0.48, -2.44, -2.84], [1.08, -3.23, -0.72], [1.38, -3.66, -2.40], [2.75, -1.79, -2.42]]}

---

[7]
{"formula": "C2H10N2O2", "method": "ωB97M-V/def2-TZVPD", "e_homo_ha": [-0.5037, -0.4545], "s_squared": 1.772, "spin_multiplicity": 2, "orbital_gap_ev": [5.9, 4.5], "e_tot_ev": -9295.0275, "total_charge": 1, "de_lowest_kj_mol": 744.40, "elements": ["C", "N", "C", "N", "H", "H", "H", "H", "H", "H", "H", "H", "O", "H", "H", "O"], "positions_angstrom": [[0.50, -0.29, -1.65], [0.82, 1.03, -0.94], [-0.83, 0.05, 1.92], [-1.26, -1.17, 1.75], [-0.54, -0.51, -1.53], [1.02, -1.10, -1.19], [0.74, -0.22, -2.70], [1.72, 1.33, -1.16], [0.21, 0.34, 2.05], [-1.52, 0.88, 1.81], [0.01, 3.54, 0.40], [0.30, 1.66, -0.20], [-0.24, 2.61, 0.61], [-0.82, -1.72, 0.96], [-0.11, -3.67, -0.06], [0.00, -2.74, -0.07]]}

---

[8]
{"formula": "C2H10N2O2P", "method": "ωB97M-V/def2-TZVPD", "e_homo_ha": -0.4961, "orbital_gap_ev": 9.3, "e_tot_ev": -18594.0609, "total_charge": 1, "de_lowest_kj_mol": 171.11, "elements": ["C", "C", "N", "N", "O", "O", "P", "H", "H", "H", "H", "H", "H", "H", "H", "H", "H"], "positions_angstrom": [[-1.08, 2.38, 0.13], [-1.84, 0.87, -1.57], [1.10, -2.76, 1.36], [-0.84, 1.42, -0.74], [1.36, 0.90, 0.88], [-0.26, -0.87, 0.35], [0.62, 0.14, -0.37], [1.75, -2.11, 1.84], [-2.02, 2.74, 0.03], [-0.32, 2.72, 0.81], [-1.92, -0.26, -1.38], [-2.87, 1.32, -1.22], [-1.39, 1.03, -2.54], [0.57, -3.37, 2.03], [1.75, -3.39, 0.76], [2.10, 1.44, 0.75], [0.29, -1.75, 0.63]]}

---

[9]
{"formula": "C2H10N2O3", "method": "ωB97M-V/def2-TZVPD", "e_homo_ha": -0.3519, "orbital_gap_ev": 10.0, "e_tot_ev": -11357.0517, "de_lowest_kj_mol": 287.68, "smiles": "NCNC=O.O.O", "elements": ["O", "C", "N", "C", "N", "H", "H", "H", "H", "H", "H", "H", "H", "O", "H", "H", "O"], "positions_angstrom": [[-2.30, 1.00, 0.33], [-1.42, 0.87, -0.55], [-0.70, -0.30, -0.55], [-0.75, -1.15, 0.72], [0.03, -0.50, 1.79], [-1.34, 1.69, -1.34], [0.12, -0.14, -1.12], [-1.78, -1.34, 1.04], [-0.32, -2.23, 0.68], [0.72, -1.15, 2.03], [-0.46, -0.31, 2.62], [2.18, 0.08, -1.27], [2.59, -0.62, -2.70], [1.87, -0.45, -2.01], [2.85, 0.35, 0.09], [1.02, 0.65, 0.78], [1.95, 0.73, 0.37]]}

---

[10]
{"formula": "C2H10N2O3", "method": "ωB97M-V/def2-TZVPD", "e_homo_ha": -0.3214, "orbital_gap_ev": 9.2, "e_tot_ev": -11357.4162, "de_lowest_kj_mol": 252.51, "smiles": "NCNC=O.O.O", "elements": ["O", "C", "N", "C", "N", "H", "H", "H", "H", "H", "H", "H", "H", "O", "H", "H", "O"], "positions_angstrom": [[2.77, 0.87, 1.20], [2.09, 0.63, 0.17], [0.99, 1.37, -0.25], [0.06, 2.22, 0.50], [0.83, 3.13, 1.32], [2.32, -0.28, -0.35], [0.77, 1.35, -1.33], [-0.66, 2.76, -0.07], [-0.38, 1.65, 1.35], [1.03, 2.84, 2.27], [0.45, 4.10, 1.17], [-1.43, -5.71, -1.33], [-2.23, -4.66, -0.37], [-1.38, -5.01, -0.67], [-1.79, -2.41, -0.82], [-1.80, -1.39, -1.87], [-1.64, -1.46, -0.92]]}

---

[11]
{"formula": "C2H10N2S", "method": "ωB97M-V/def2-TZVPD", "e_homo_ha": -0.3162, "orbital_gap_ev": 9.4, "e_tot_ev": -16051.0224, "de_lowest_kj_mol": 59.39, "smiles": "NCCN.S", "elements": ["S", "H", "N", "C", "C", "N", "H", "H", "H", "H", "H", "H", "H", "H", "H"], "positions_angstrom": [[0.73, 2.96, -0.21], [-0.53, 3.38, -0.37], [0.01, 0.17, 0.95], [-0.27, -0.84, -0.08], [-0.44, -2.31, 0.34], [-0.56, -3.08, -0.89], [-0.79, 0.26, 1.58], [0.80, -0.06, 1.50], [0.29, 1.65, 0.24], [-1.16, -0.58, -0.65], [0.57, -0.80, -0.79], [0.43, -2.58, 0.84], [-1.26, -2.38, 1.05], [-0.59, -4.10, -0.62], [-1.37, -2.88, -1.48]]}

---

[12]
{"formula": "C2H10N3", "method": "ωB97M-V/def2-TZVPD", "e_homo_ha": -0.5237, "orbital_gap_ev": 11.1, "e_tot_ev": -6699.5603, "total_charge": 1, "de_lowest_kj_mol": 142.67, "smiles": "NC[NH2+]CN", "elements": ["C", "N", "H", "H", "H", "H", "N", "C", "N", "H", "H", "H", "H", "H", "H"], "positions_angstrom": [[1.06, 0.13, -0.31], [1.94, 1.19, -0.15], [1.27, -0.45, -1.20], [1.02, -0.61, 0.48], [2.55, 1.50, -0.90], [2.54, 1.20, 0.66], [-0.41, 0.58, -0.41], [-1.53, -0.56, -0.10], [-1.19, -1.35, 0.99], [-0.66, 0.76, -1.39], [-0.42, 1.52, -0.01], [-2.45, 0.00, 0.02], [-1.62, -1.01, -1.08], [-1.01, -0.96, 1.90], [-0.73, -2.23, 0.82]]}

---

[13]
{"formula": "C2H10N3", "method": "ωB97M-V/def2-TZVPD", "e_homo_ha": -0.5253, "orbital_gap_ev": 9.6, "e_tot_ev": -6698.2803, "total_charge": 1, "de_lowest_kj_mol": 266.17, "elements": ["C", "N", "H", "H", "H", "H", "H", "H", "N", "C", "N", "H", "H", "H", "H"], "positions_angstrom": [[-1.48, -0.71, -1.91], [-0.35, 0.22, -1.64], [-2.31, -0.30, -1.17], [-1.73, -0.44, -2.91], [-1.17, -1.74, -1.76], [-0.78, 1.10, -1.87], [0.46, 0.16, -2.29], [0.32, 0.01, -0.19], [1.08, 1.02, 2.58], [1.29, 0.14, 1.61], [0.51, -0.43, 0.76], [1.94, 1.29, 3.04], [0.37, 0.75, 3.20], [2.33, -0.33, 1.52], [-0.47, -0.74, 1.02]]}

---

[14]
{"formula": "C2H10N3O", "method": "ωB97M-V/def2-TZVPD", "e_homo_ha": -0.5448, "orbital_gap_ev": 11.5, "e_tot_ev": -8748.1385, "total_charge": 1, "de_lowest_kj_mol": 96.78, "elements": ["C", "N", "C", "N", "N", "H", "H", "H", "H", "H", "H", "H", "H", "H", "H", "O"], "positions_angstrom": [[2.38, -0.95, -0.81], [1.34, -0.25, -0.05], [0.11, -0.05, -0.44], [-0.59, 1.05, 0.02], [-0.47, -0.82, -1.37], [1.97, -1.80, -1.34], [2.86, -0.28, -1.50], [3.09, -1.35, -0.09], [1.71, 0.51, 0.51], [-1.17, 0.93, 0.84], [-1.08, 1.52, -0.73], [-1.08, -0.36, -2.04], [0.00, -1.63, -1.75], [-1.74, 1.07, 2.96], [-3.17, 0.83, 2.60], [-2.29, 0.88, 2.19]]}

---

[15]
{"formula": "C2H10N4", "method": "ωB97M-V/def2-TZVPD", "e_homo_ha": [-0.4305, -0.4305], "s_squared": 0.754, "spin_multiplicity": 2, "orbital_gap_ev": [6.6, 3.6], "e_tot_ev": -8186.6505, "total_charge": 1, "de_lowest_kj_mol": 21.07, "elements": ["N", "C", "N", "H", "H", "H", "H", "H", "H", "N", "C", "N", "H", "H", "H", "H"], "positions_angstrom": [[0.57, -2.19, -0.35], [-0.81, -1.84, -0.64], [-1.68, -1.49, 0.52], [0.68, -2.84, 0.41], [1.24, -1.84, -0.99], [-1.31, -2.62, -1.20], [-0.70, -0.98, -1.32], [-1.07, -1.12, 1.25], [-2.04, -2.39, 0.83], [0.30, 2.18, 1.08], [1.05, 2.49, 0.06], [0.68, 3.11, -1.03], [-0.68, 2.45, 1.00], [0.61, 1.81, 1.96], [2.11, 2.61, 0.29], [1.07, 2.68, -1.88]]}